(w)
9
Properties=species:S:1:pos:R:3 method="wB97M-V/def2-TZVPD" charge=+1 homo_energy_ha=-0.502
C -2.730 -0.830 0.589
N -1.362 -0.879 0.957
N 0.354 0.132 -0.534
O -0.417 -1.105 0.079
Cl -3.707 -0.865 1.889
H -0.933 -1.031 1.955
H 1.359 -0.051 -0.577
H 0.183 0.920 0.022
H 0.084 0.262 -1.479

(x)
9
Properties=species:S:1:pos:R:3 method="wB97M-V/def2-TZVPD" charge=+1 homo_energy_ha="-0.572 / -0.545"
C -1.614 0.350 0.228
N 2.316 -1.394 -0.158
N -0.261 0.277 0.150
O 0.528 1.009 -0.339
Cl 2.488 0.153 0.090
H -2.106 0.872 -0.523
H -1.942 1.109 1.063
H -1.817 -0.626 0.581
H 2.407 -1.750 -1.092

(y)
9
Properties=species:S:1:pos:R:3 method="wB97M-V/def2-TZVPD" charge=+1 smiles="[NH2+]=C(Cl)NO" homo_energy_ha=-0.580
C -1.081 0.029 0.019
N -0.351 -1.035 -0.249
N -0.567 1.433 -0.147
O 0.978 -0.928 0.128
Cl -2.731 -0.209 0.103
H -0.583 -2.013 -0.415
H 0.415 1.446 -0.215
H -1.220 2.140 -0.021
H 1.354 -1.448 -0.575

The structure with the least stability is (x).

(w)
10
Properties=species:S:1:pos:R:3 method="wB97M-V/def2-TZVPD" smiles="CO/C=C/F" homo_energy_ha=-0.344
C 1.588 -0.312 0.154
C -0.582 0.216 -0.295
C -1.806 0.568 0.100
H 1.472 -0.670 1.183
H 2.674 0.087 0.061
H 1.428 -1.072 -0.602
H -0.449 -0.770 -0.868
H -2.194 1.562 0.561
O 0.700 0.727 -0.253
F -2.830 -0.337 -0.041

(x)
10
Properties=species:S:1:pos:R:3 method="wB97M-V/def2-TZVPD" homo_energy_ha=-0.342
C 0.142 1.082 -0.154
C -0.123 -0.509 0.267
C -0.723 -1.621 -0.315
H 1.407 1.817 1.017
H -0.640 1.750 0.407
H -0.091 1.044 -1.210
H 0.520 -0.847 1.211
H -0.709 -2.481 0.268
O 1.453 1.510 -0.026
F -1.235 -1.745 -1.467

(y)
10
Properties=species:S:1:pos:R:3 method="wB97M-V/def2-TZVPD" smiles="CC(=O)CF" homo_energy_ha=-0.374
C -1.035 0.309 1.119
C -0.478 0.210 -0.238
C 0.862 -0.152 -0.418
H -2.115 0.358 1.076
H -0.476 1.191 1.389
H -0.728 -0.479 1.807
H 1.402 0.714 -0.506
H 0.961 -0.658 -1.392
O -1.219 0.469 -1.232
F 1.623 -0.787 0.523

The structure with the least stability is (x).

(w)
10
Properties=species:S:1:pos:R:3 method="wB97M-V/def2-TZVPD" smiles="C[C@@H](F)C=O" homo_energy_ha=-0.371
C -0.247 1.020 -0.376
C -0.100 -0.048 0.583
C 0.634 -1.298 -0.025
H -0.910 1.740 -0.052
H -0.748 0.629 -1.231
H 0.684 1.440 -0.834
H 0.500 0.274 1.480
H 1.408 -1.075 -0.724
O 0.168 -2.372 0.108
F -1.389 -0.309 1.069

(x)
10
Properties=species:S:1:pos:R:3 method="wB97M-V/def2-TZVPD" smiles=FC[C@H]1CO1 homo_energy_ha=-0.383
C -0.066 -1.007 -0.783
C -0.342 0.317 -0.035
C 0.391 0.885 1.079
H 0.192 -0.751 -1.938
H 0.764 -1.534 -0.262
H -1.390 0.505 -0.326
H 1.022 0.432 1.929
H -0.163 1.901 1.427
O 0.777 1.102 -0.356
F -1.184 -1.849 -0.735

(y)
10
Properties=species:S:1:pos:R:3 method="wB97M-V/def2-TZVPD" homo_energy_ha=-0.373
C -0.670 -1.130 0.158
C -1.669 -0.901 -0.614
C 2.033 0.763 0.352
O 1.057 1.412 0.799
F 2.948 1.603 -0.253
H -0.409 -2.072 0.478
H 0.022 -0.366 0.453
H -1.998 0.072 -1.020
H -2.275 -1.778 -0.954
H 0.960 2.398 0.601

(z)
10
Properties=species:S:1:pos:R:3 method="wB97M-V/def2-TZVPD" smiles="C[C@@H](F)C=O" homo_energy_ha=-0.356
C -1.767 -0.138 0.221
C -0.349 -0.673 -0.372
C 0.701 0.274 0.067
O -2.759 0.305 -0.131
F -0.115 -1.923 -0.009
H -0.387 -0.612 -1.443
H -1.645 -0.194 1.368
H 1.630 0.034 -0.451
H 0.711 0.497 1.152
H 0.377 1.183 -0.390

The structure with the least stability is (y).